Record 1
# C6H6O

One molecule with the formula C6H6O (ωB97M-V/def2-TZVPD, the Open Molecules 2025 dataset).

The value obtained for the frontier orbital gap is 9.089 eV. Its SMILES is C[C@@]12[C@H]3[C@@H]1[C@@]32C=O. The calculation puts the energy above the lowest of the compared OMol25 structures with the same formula, charge and spin at 128.7 kcal/mol. The value obtained for the HOMO energy is -8.22 eV.

Geometry as ORCA input:
```
! RIJCOSX wB97M-V def2-TZVPD def2/J DEFGRID3
* xyz 0 1
C -1.34242 1.21846 0.25023
C -0.58427 -0.06045 0.20374
C 0.23911 -0.99366 1.01860
C -0.37965 -1.38581 -0.30228
C 0.96737 -0.67855 -0.15042
C 1.90170 0.15368 -0.81901
O 2.75222 0.75495 -0.18821
H -1.91602 1.41998 -0.68430
H -0.72102 2.01642 0.39162
H -1.97354 1.11076 1.10424
H 0.31461 -1.42417 1.95981
H -0.87305 -2.16933 -0.82743
H 1.61497 0.03773 -1.95660
*
```

Atom charges from the natural (NBO) analysis, given in e for atoms 1 to 6: -0.623 0.099 -0.225 -0.238 -0.146 0.373

Record 2
# C8H24AlFO4

C8H24AlFO4 as an isolated structure (ωB97M-V/def2-TZVPD, the Open Molecules 2025 dataset).

The value obtained for the frontier orbital gap is 3.243 eV. The calculation puts the energy above the lowest of the compared OMol25 structures with the same formula, charge and spin at 0.0 kcal/mol. The value obtained for the HOMO energy is -16.66 eV.

Geometry as ORCA input:
```
! RIJCOSX wB97M-V def2-TZVPD def2/J DEFGRID3
* xyz 2 1
Al 0.24239 1.23405 -3.96736
F -0.22952 0.95626 -1.22625
C 0.85448 4.82674 1.44904
C 0.68276 3.79667 0.36918
O -0.44814 3.04757 0.51946
H 0.21906 5.69954 1.24091
H 1.88448 5.17656 1.39437
H 0.52156 4.43978 2.40833
H 1.62181 3.18346 0.29675
H 0.66802 4.19700 -0.68315
H -0.39936 2.27188 -0.09662
C 2.86734 -0.36625 2.11754
C 1.58866 -0.23732 1.37431
O 1.77690 -0.31904 0.02082
H 3.74984 0.13113 1.73059
H 3.01284 -1.42323 2.37929
H 2.74665 0.06626 3.12358
H 1.17209 0.79221 1.53764
H 0.85310 -0.98612 1.74582
H 0.93409 -0.10175 -0.43313
C -2.67713 -2.15166 1.52171
C -1.57218 -1.28057 1.01289
O -2.04027 -0.20307 0.32771
H -3.07314 -2.73951 0.67567
H -3.56125 -1.59090 1.83287
H -2.33204 -2.82542 2.29844
H -0.84175 -1.85821 0.40762
H -1.02513 -0.86557 1.92831
H -1.32863 0.27765 -0.17150
C -0.39959 -3.32558 -2.31833
C -0.99721 -1.99294 -2.76687
O -0.21916 -1.48232 -3.88884
H 0.66381 -3.18487 -2.10316
H -0.53875 -4.15575 -3.00183
H -0.78533 -3.62661 -1.33165
H -1.04178 -1.27800 -1.95089
H -2.02865 -2.16498 -3.08902
H -0.52088 -1.93713 -4.68425
*
```

Atom charges from the natural (NBO) analysis, given in e for atoms 1 to 6: 0.976 -0.850 -0.647 -0.083 -0.464 0.268

Record 3
# C18H42N4O7SSi

A 4-piece molecular cluster, C18H42N4O7SSi overall (ωB97M-V/def2-TZVPD, the Open Molecules 2025 dataset).

The value obtained for the frontier orbital gap is 9.622 eV. Its SMILES is C[Si](C)(C)OCC[C@@H]1CC[C@H](N)OS1(=O)=O.CNC(C)=O.CNC(C)=O.CNC(C)=O. The calculation puts the energy above the lowest of the compared OMol25 structures with the same formula, charge and spin at 7.1 kcal/mol. The value obtained for the HOMO energy is -9.35 eV.

Geometry as ORCA input:
```
! RIJCOSX wB97M-V def2-TZVPD def2/J DEFGRID3
* xyz 0 1
C 4.65257 -1.64283 0.60979
Si 3.59600 -0.68180 -0.62837
C 4.74014 0.12505 -1.87881
C 2.74243 0.72116 0.31115
O 2.56352 -1.65372 -1.52799
C 1.84445 -2.64209 -0.80606
C 0.33110 -2.55332 -0.99673
C -0.19066 -1.13252 -0.90900
C -0.76272 -0.73961 0.43743
C -1.20793 0.74905 0.43601
C -1.21912 1.35514 -0.94589
N -1.74283 2.71336 -0.86400
O -1.99756 0.62160 -1.89488
S -1.51684 -0.88969 -2.10708
O -2.59672 -1.75147 -1.75711
O -0.98617 -1.06018 -3.41087
H 4.63446 -2.70211 0.36690
H 5.65421 -1.23250 0.60240
H 4.20632 -1.54098 1.59349
H 5.31892 -0.61887 -2.41280
H 4.11149 0.69735 -2.55660
H 5.37758 0.83690 -1.36133
H 2.84923 0.55803 1.37995
H 3.20367 1.65994 0.02629
H 1.67982 0.82939 0.11328
H 2.07853 -2.66104 0.26286
H 2.14382 -3.61523 -1.19164
H 0.05872 -2.96756 -1.96084
H -0.12740 -3.14613 -0.21193
H 0.59721 -0.45161 -1.20935
H -1.65888 -1.33013 0.59302
H -0.06383 -0.90579 1.25090
H -0.49783 1.30941 1.03422
H -2.18141 0.82454 0.90504
H -0.18494 1.42333 -1.29285
H -1.49659 3.14627 -1.75412
H -1.14436 3.18355 -0.18959
C 5.05653 -3.20377 -6.47165
N 5.78658 -1.95589 -6.34980
C 5.29423 -0.71043 -6.10390
C 3.80038 -0.57868 -5.93121
O 6.04480 0.24749 -6.02841
H 5.40557 -3.91169 -5.71768
H 5.22818 -3.63793 -7.45823
H 3.99209 -3.04643 -6.33820
H 6.78856 -1.97673 -6.45520
H 3.55949 0.46223 -5.74111
H 3.27856 -0.89733 -6.83426
H 3.46123 -1.17585 -5.08315
C -5.15683 2.76347 2.50244
N -3.93568 3.13528 1.81352
C -2.88104 3.84622 2.28753
C -2.94060 4.32989 3.71281
O -1.93167 4.06257 1.54839
H -5.24022 1.67448 2.50718
H -6.01089 3.17824 1.96383
H -5.16950 3.12559 3.52492
H -3.81858 2.84771 0.85089
H -2.02990 4.87688 3.93613
H -3.79232 4.99622 3.85622
H -3.01585 3.47997 4.39335
C -4.19715 -2.04447 5.01532
N -3.55818 -0.77074 5.29373
C -4.14210 0.43532 5.51312
C -5.64942 0.50100 5.47022
O -3.45604 1.42150 5.73595
H -3.92524 -2.76926 5.78409
H -3.86043 -2.42285 4.04892
H -5.27640 -1.94286 4.99515
H -2.55156 -0.74169 5.33748
H -5.96350 1.52221 5.66163
H -6.01393 0.20152 4.48683
H -6.08428 -0.14356 6.23465
*
```

Atom charges from the Löwdin analysis, given in e for atoms 1 to 6: -0.153 0.453 -0.157 -0.125 -0.209 -0.250

Record 4
# C12H25ClFeNO2P2

C12H25ClFeNO2P2 as an isolated structure (ωB97M-V/def2-TZVPD, the Open Molecules 2025 dataset).

The value obtained for the frontier orbital gap (spin up / spin down) is 7.710 / 7.063 eV. The calculation puts the energy above the lowest of the compared OMol25 structures with the same formula, charge and spin at 4.2 kcal/mol. The expectation value of S² is 8.7710. The value obtained for the HOMO energy (spin up / spin down) is -14.43 / -15.98 eV.

Geometry as ORCA input:
```
! RIJCOSX wB97M-V def2-TZVPD def2/J DEFGRID3
* xyz 2 6
Fe -0.02765 1.39930 -0.20413
P -1.93936 0.43991 -0.39671
C -2.22815 1.07710 -2.16123
C -0.89576 1.34046 -2.88565
N 0.21658 1.27048 -2.09246
C 1.50023 1.53026 -2.52512
C 1.68160 2.24568 -3.72018
C 0.53654 2.49395 -4.48316
C -0.71625 1.97734 -4.11363
C 2.68347 1.12977 -1.55791
P 2.10887 -0.23447 -0.38617
H -1.61961 2.19341 -4.68841
H 2.70230 2.56621 -4.00033
H 0.64618 3.01395 -5.41218
H 3.54841 0.73306 -2.14082
H 3.05848 2.03434 -1.00692
H -2.95324 0.43313 -2.64253
H -2.89105 1.94294 -2.01922
H -1.10379 -2.53853 -4.63783
O -1.91582 -2.73744 -5.14631
H -2.52297 -2.95145 -4.39018
H 0.37419 -3.39933 -0.54504
O -0.44189 -3.96527 -0.52622
H 0.02439 -4.83854 -0.43933
C 2.69092 -1.64793 -1.41991
H 3.54234 -1.23614 -1.99807
H 3.05474 -2.41516 -0.72109
H 1.87553 -2.06479 -2.05544
C 3.27046 -0.24850 1.04813
H 2.98864 -1.18487 1.55606
H 4.33415 -0.31758 0.75190
H 3.12786 0.61034 1.72643
C -3.14705 1.68352 0.20352
H -3.94800 1.79712 -0.53204
H -3.64317 1.48823 1.14468
H -2.65839 2.64893 0.32272
C -2.86314 -1.12815 -0.26192
H -3.16238 -1.30991 0.77880
H -3.80643 -1.09912 -0.82722
H -2.26856 -1.99810 -0.57632
Cl 0.79386 3.12212 0.98263
C 0.15508 1.56444 1.64406
H 0.95168 1.11459 2.24267
H -0.79105 1.76990 2.14927
*
```

Atom charges from the natural (NBO) analysis, given in e for atoms 1 to 6: 1.324 0.790 -0.723 0.245 -0.673 0.252

Record 5
# C5H7NO

One molecule with the formula C5H7NO (ωB97M-V/def2-TZVPD, the Open Molecules 2025 dataset).

The value obtained for the frontier orbital gap is 9.007 eV. The calculation puts the energy above the lowest of the compared OMol25 structures with the same formula, charge and spin at 105.8 kcal/mol. The value obtained for the HOMO energy is -8.19 eV.

Geometry as ORCA input:
```
! RIJCOSX wB97M-V def2-TZVPD def2/J DEFGRID3
* xyz 0 1
O -0.95341 -0.43496 -1.72598
C -0.17900 -0.09998 -0.61483
C -0.15064 1.40139 -0.27111
C -0.08448 1.58475 1.23108
N -0.07139 0.42163 1.75906
C 1.07710 -0.87500 -0.33023
C -0.11184 -0.92889 0.59366
H -1.81033 -0.74604 -1.40945
H 0.71118 1.90446 -0.73177
H -1.04333 1.89144 -0.68159
H 1.30333 -1.72191 -0.98146
H 1.95093 -0.31629 -0.00362
H 0.02910 -0.18864 2.52669
H -0.66720 -1.89197 0.63954
*
```

Atom charges from the natural (NBO) analysis, given in e for atoms 1 to 6: -0.695 0.192 -0.527 0.155 -0.548 -0.444

Record 6
# C30H78Br6N9O5P3

A 8-piece molecular cluster, C30H78Br6N9O5P3 overall (ωB97M-V/def2-TZVPD, the Open Molecules 2025 dataset).

The value obtained for the frontier orbital gap is 8.488 eV. Its SMILES is CN(C)P(=O)(N(C)C)N(C)C.CN(C)P(=O)(N(C)C)N(C)C.CN(C)P(=O)(N(C)C)N(C)C.CC(C)=O.CC(C)=O.BrCCBr.BrCCBr.BrCCBr. The value obtained for the HOMO energy is -8.17 eV.

Geometry as ORCA input:
```
! RIJCOSX wB97M-V def2-TZVPD def2/J DEFGRID3
* xyz 0 1
C 4.77341 -1.94938 -3.47632
N 4.86219 -2.81987 -2.34243
C 6.08533 -3.62536 -2.26401
P 3.51926 -3.42431 -1.53880
O 3.98549 -4.24291 -0.43412
N 2.69857 -2.04513 -1.20563
C 1.21858 -2.06149 -1.07237
C 3.39324 -1.04149 -0.50288
N 2.50595 -4.32039 -2.47906
C 2.88902 -5.74101 -2.60363
C 2.06880 -3.74150 -3.74475
H 3.74451 -1.47372 -3.45832
H 4.84258 -2.47341 -4.46274
H 5.55052 -1.22937 -3.51378
H 6.14720 -3.90279 -1.20715
H 6.94145 -2.94842 -2.43921
H 6.19631 -4.46124 -2.97642
H 0.86999 -1.06523 -1.29159
H 0.72841 -2.77162 -1.73466
H 0.88081 -2.32715 -0.07122
H 3.34389 -0.07689 -0.94802
H 2.95048 -0.95896 0.48582
H 4.41229 -1.32809 -0.50008
H 2.02326 -6.40658 -2.79496
H 3.45621 -5.88504 -3.49741
H 3.48640 -6.04591 -1.72111
H 1.06316 -4.10551 -3.99874
H 2.76071 -3.93188 -4.55046
H 1.88830 -2.66279 -3.70924
C 2.55842 -1.18917 3.82914
N 1.55751 -0.39600 4.51040
C 0.85661 -0.96653 5.58988
P 1.27589 1.18100 3.94170
O 2.35669 1.40385 2.96948
N -0.33825 1.14595 3.64894
C -0.77169 0.06739 2.80143
C -0.81946 2.38454 3.10689
N 1.35419 2.37832 5.06165
C 0.38470 2.61138 6.12215
C 2.52237 3.18591 5.33477
H 2.93033 -0.69071 2.91803
H 2.17798 -2.22134 3.65771
H 3.40220 -1.42878 4.45820
H 1.46686 -1.72802 6.01016
H -0.10869 -1.39321 5.34179
H 0.63872 -0.19733 6.33303
H -0.33700 0.17367 1.78362
H -0.43625 -0.89271 3.12091
H -1.85261 0.01052 2.83780
H -0.44930 2.57489 2.06951
H -1.87300 2.38529 3.22318
H -0.45920 3.24701 3.70051
H -0.01890 3.60924 6.04618
H -0.39619 1.87884 5.94668
H 0.88072 2.46319 7.04800
H 2.89067 2.92383 6.30190
H 2.20035 4.20916 5.31971
H 3.23311 3.04242 4.55297
C -2.39845 -1.77806 0.40435
N -3.14211 -2.25795 -0.74375
C -4.35474 -1.49089 -0.96342
P -2.40831 -3.33700 -1.72632
O -1.22131 -2.92115 -2.51615
N -1.97036 -4.52399 -0.61546
C -2.65033 -4.91004 0.59239
C -0.68301 -5.13972 -0.88460
N -3.58038 -3.85316 -2.81342
C -3.11521 -4.23570 -4.17362
C -4.54269 -4.75606 -2.25827
H -1.30452 -1.90780 0.32836
H -2.79246 -2.29343 1.30326
H -2.57287 -0.68457 0.50808
H -4.83191 -1.96370 -1.83399
H -4.09911 -0.37180 -1.12468
H -4.95766 -1.61940 -0.05314
H -2.16496 -4.51798 1.54072
H -3.66902 -4.57701 0.54599
H -2.69316 -5.97946 0.59947
H 0.00601 -5.10635 -0.06239
H -0.84674 -6.13873 -1.25887
H -0.15815 -4.65846 -1.71730
H -3.95830 -4.30710 -4.84737
H -2.55344 -3.41744 -4.58594
H -2.60018 -5.20523 -4.15554
H -4.15887 -5.75731 -2.12587
H -5.39316 -4.79190 -2.96356
H -4.90798 -4.40855 -1.31524
C -0.65794 5.99226 3.02410
C -1.10863 6.02435 1.57806
C -1.78691 7.26521 1.10167
O -0.80989 5.13369 0.81030
H -0.17693 5.01835 3.23302
H -1.46615 6.15430 3.72406
H 0.05263 6.80105 3.19842
H -2.87916 7.09353 1.19910
H -1.45505 7.49354 0.10672
H -1.45753 8.06087 1.78407
C -4.63833 2.08240 2.64771
C -4.09533 3.31664 1.99132
C -4.24471 3.58539 0.49069
O -3.52194 4.16278 2.61677
H -4.37236 1.18937 2.09740
H -5.67677 2.21882 2.79355
H -4.12287 2.03457 3.64960
H -3.23250 3.42202 0.13413
H -4.57783 4.57973 0.28900
H -4.89289 2.88321 -0.03199
Br 1.32907 0.46296 -4.92181
C -0.64260 1.02176 -4.77109
C -1.43260 -0.24602 -4.42577
Br -3.29117 0.31021 -4.27773
H -0.92564 1.35685 -5.78386
H -0.80083 1.71721 -3.96556
H -1.07192 -0.64558 -3.45354
H -1.45134 -0.97816 -5.19787
Br 3.00698 7.06269 -0.75477
C 1.24556 6.68503 -1.65757
C 1.47686 5.71579 -2.80832
Br -0.23214 5.50046 -3.71531
H 0.91157 7.66342 -2.03060
H 0.64628 6.22700 -0.91836
H 1.80883 4.77980 -2.35244
H 2.06005 6.18273 -3.60267
Br 3.80501 3.15543 -0.83788
C 1.95523 2.68124 -0.45729
C 1.07763 2.14433 -1.64827
Br -0.54175 1.28785 -1.03026
H 1.48950 3.49603 0.01561
H 2.04697 1.86672 0.26511
H 1.53800 1.39291 -2.30520
H 0.72383 2.85203 -2.41904
*
```

Atom charges from the Löwdin analysis, given in e for atoms 1 to 6: -0.135 -0.305 -0.106 0.457 -0.281 -0.281

Result set for max |F|: 2.8; 2.3; 1.7; 5.7; 4.8; 3.0 eV/Å, one per record in the order listed.
Result set for E_tot: -307.2583; -961.5713; -2144.5295; -3083.3873; -324.5559; -18527.1325 Eh, one per record in the order listed.